Record 1
ORCA calculation (ωB97M-V with the def2-TZVPD basis set) on a molecular structure, C52H51BCsFN14O5 at a distorted geometry.

Geometry as XYZ:
```
125
Properties=species:S:1:pos:R:3:mulliken_spin:R:1
Cs -0.0008 0.5389 0.3026 -0.006
C -2.2880 -3.3279 -2.8769 0.000
C -1.6611 -2.1076 -2.5531 0.000
N -0.8606 -2.2437 -1.5091 0.005
N -0.9364 -3.5378 -1.1435 -0.001
C -1.7992 -4.2107 -1.9416 0.000
B -0.1900 -4.0305 0.1255 -0.001
N 1.3019 -3.6436 0.1275 -0.002
C 2.2775 -4.2941 0.7956 0.001
C 3.4391 -3.5677 0.6605 -0.001
C 3.0557 -2.4601 -0.1254 -0.003
N 1.7683 -2.5129 -0.4319 0.005
N -0.8522 -3.4605 1.3926 0.000
C -2.1276 -3.6228 1.7978 0.000
C -2.3411 -2.8000 2.8770 0.000
C -1.1041 -2.1499 3.0521 0.000
N -0.2129 -2.5471 2.1577 0.000
N -0.2537 -5.5854 0.1207 0.000
C 0.2683 -6.3698 -0.8453 0.000
C 0.0887 -7.6828 -0.4755 0.000
C -0.5636 -7.5910 0.7686 0.000
N -0.7626 -6.3311 1.1249 0.000
H -2.9939 -3.5317 -3.6644 0.000
H -1.7556 -1.1404 -3.0252 0.000
H -1.9949 -5.2593 -1.7926 0.000
H 2.0688 -5.2148 1.3167 0.000
H 4.4132 -3.8061 1.0561 -0.001
H 3.6584 -1.6354 -0.4789 -0.001
H -2.7818 -4.3175 1.2973 0.000
H -3.2504 -2.6715 3.4361 0.000
H -0.8286 -1.4002 3.7807 0.000
H 0.7324 -5.9315 -1.7140 0.000
H 0.3843 -8.5657 -1.0165 0.000
H -0.8963 -8.3863 1.4187 0.000
C -2.6712 1.4981 2.7595 0.002
C -3.7113 0.5141 2.3196 0.000
C -4.6018 -0.0376 3.2206 0.000
C -5.5548 -0.9618 2.8058 0.000
C -5.6054 -1.3618 1.4751 0.000
C -4.7563 -0.8212 0.5260 0.001
C -4.7875 -1.3111 -0.8868 0.000
C -3.8208 0.1752 0.9331 0.000
N -2.9725 0.8289 0.1045 0.002
C -3.3324 1.4934 -1.0183 -0.001
O -4.4872 1.6923 -1.3963 0.000
C -2.2185 2.2720 -1.7218 0.000
C -2.5716 3.5464 -2.1485 -0.002
C -1.6306 4.3130 -2.8082 0.001
C -0.3836 3.7732 -3.0542 -0.004
C -0.1005 2.4945 -2.5869 -0.023
N -0.9975 1.7517 -1.9196 -0.001
C 1.3095 1.9828 -2.8889 -0.016
O 1.7900 2.2959 -3.9889 0.165
N 1.9343 1.4091 -1.8587 0.465
C 3.2065 0.9133 -1.8622 0.168
C 4.0437 1.3255 -0.7892 0.120
C 3.4741 2.2553 0.2463 -0.004
C 5.3403 0.8432 -0.7144 -0.097
C 5.8188 -0.0707 -1.6493 0.166
C 4.9770 -0.5210 -2.6585 -0.069
C 3.6739 -0.0571 -2.7796 0.094
C 2.7273 -0.6504 -3.7798 0.014
H -2.7400 1.7022 3.8277 0.000
H -2.7482 2.4413 2.2188 0.000
H -1.6714 1.1186 2.5411 0.000
H -4.5405 0.2536 4.2630 0.000
H -6.2389 -1.3956 3.5258 0.000
H -6.3179 -2.1171 1.1632 0.000
H -5.5273 -2.1048 -0.9970 0.000
H -3.8123 -1.7135 -1.1709 0.000
H -5.0223 -0.4994 -1.5747 0.000
H -3.5758 3.8965 -1.9599 0.000
H -1.8717 5.3166 -3.1384 0.000
H 0.3812 4.3038 -3.6018 -0.003
H 3.0616 3.1588 -0.2022 0.004
H 4.2243 2.5331 0.9913 0.002
H 2.6385 1.7621 0.7452 0.013
H 5.9814 1.1802 0.0952 0.001
H 6.8320 -0.4489 -1.5767 0.007
H 5.3276 -1.2731 -3.3574 0.001
H 3.2255 -1.4301 -4.3585 0.003
H 2.3408 0.1124 -4.4564 0.003
H 1.8744 -1.0989 -3.2597 0.002
F 5.9545 -1.6410 3.2472 0.000
C 5.1361 -0.7646 3.8842 0.003
C 3.9912 -0.3358 3.2700 -0.005
C 3.1945 0.6085 3.9035 -0.001
C 1.9116 0.9808 3.2588 -0.002
O 1.4947 0.2740 2.3627 -0.006
C 1.2911 2.1984 3.7672 0.001
C 1.7071 2.6406 4.9672 0.000
N 2.7283 2.0786 5.7239 0.000
C 3.0181 2.6039 7.0232 0.000
C 1.8739 2.8051 7.9617 0.000
C 2.8539 1.6948 8.2110 0.000
C 3.5514 1.1269 5.1521 0.000
C 4.6987 0.6347 5.7842 0.000
C 5.4837 -0.3215 5.1573 0.001
N 6.6087 -0.8490 5.8586 0.000
C 7.1167 -2.1779 5.5785 0.000
C 7.9384 -2.6140 6.8157 0.000
N 7.5274 -1.7125 7.9457 0.000
C 8.0464 -0.3177 7.7174 0.000
C 7.6736 0.0427 6.2646 0.000
C 0.3048 3.0785 2.9544 0.000
O -0.2958 3.9398 3.6155 0.000
O 0.3073 2.8411 1.7295 0.002
H 3.6833 -0.7326 2.3069 0.000
H 1.2269 3.5149 5.3895 0.000
H 3.8228 3.3335 7.0624 0.000
H 0.8933 2.5319 7.5987 0.000
H 1.8994 3.6756 8.6009 0.000
H 2.5222 0.6865 8.0023 0.000
H 3.5520 1.7945 9.0325 0.000
H 4.9506 0.9649 6.7845 0.000
H 7.7612 -2.2218 4.6964 0.000
H 6.2823 -2.8571 5.4192 0.000
H 9.0092 -2.4757 6.6810 0.000
H 7.7449 -3.6431 7.1076 0.000
H 7.7796 -2.0779 8.8610 0.000
H 6.5061 -1.6243 7.8669 0.000
H 9.1201 -0.3277 7.8927 0.000
H 7.5592 0.3219 8.4511 0.000
H 8.5513 -0.0691 5.6141 0.000
H 7.3481 1.0773 6.2056 0.000
```

total charge: -1
expectation value of S²: 0.7847
LUMO level (alpha / beta): -0.628 / -0.628 eV
gap between HOMO and LUMO (alpha / beta): 2.4089 / 2.4018 eV
spin multiplicity: 2

=====

Record 2
ORCA calculation (ωB97M-V with the def2-TZVPD basis set) on a molecular structure, C52H51BN6NiO3SeTe at a distorted geometry.

Geometry as XYZ:
```
116
Properties=species:S:1:pos:R:3:mulliken_spin:R:1
Ni 0.8105 -2.9764 -1.1392 1.308
C 3.5912 1.7611 -1.2651 0.208
C 4.3246 1.0167 -0.4033 -0.078
C 4.0438 -0.3277 0.0305 0.327
C 2.9530 -0.9787 -0.4828 -0.312
C 2.1808 -0.2355 -1.4847 0.040
C 2.3041 1.2395 -1.7911 -0.013
N 2.5583 -2.2656 -0.3745 0.169
N 3.3468 -3.0944 0.2839 0.586
C 2.9063 -4.4070 0.1103 -0.102
C 3.7298 -5.4034 0.6487 0.123
C 3.4355 -6.7368 0.4304 -0.092
C 2.3188 -7.0673 -0.3284 0.147
C 1.4921 -6.0609 -0.8306 -0.120
C 1.7324 -4.7062 -0.6239 0.328
H 3.8684 2.7835 -1.4891 -0.001
H 5.2127 1.4803 0.0166 -0.002
H 4.7083 -0.8366 0.7118 0.019
H 0.2810 -0.2215 -2.3429 0.011
H 1.4471 1.8695 -1.5420 -0.008
H 4.6035 -5.1007 1.2140 0.000
H 4.0752 -7.5111 0.8385 -0.005
H 2.0804 -8.1072 -0.5229 0.010
H 0.6226 -6.3720 -1.3967 -0.002
Se -1.7621 -4.5489 1.8967 0.055
N -1.8798 -5.7423 0.5339 0.096
C -1.6470 -5.1002 -0.5765 -0.008
C -1.6088 -5.6475 -1.8960 0.136
C -1.0962 -4.8640 -2.9022 -0.012
C -0.7546 -3.5193 -2.7582 0.069
N -1.2555 -2.8421 -1.5697 0.040
C -1.3873 -3.6635 -0.4061 -0.072
N -1.4354 -3.1576 0.7737 0.027
H -1.8189 -6.6969 -2.0399 0.009
H -0.8924 -5.3074 -3.8709 0.001
H -0.5599 -2.8724 -3.5982 -0.002
C -6.8893 2.9472 -1.0507 0.000
C -5.4552 3.1200 -0.5328 0.000
C -4.9523 4.5215 -0.9021 0.000
C -5.4731 3.0024 0.9927 0.000
C -4.5615 2.0542 -1.1741 0.000
C -4.3291 2.0880 -2.5525 0.000
C -3.5583 1.1336 -3.2163 0.000
C -3.0340 0.1232 -2.4471 0.001
O -2.2558 -0.9502 -2.8294 0.004
B -2.0323 -1.6437 -1.6394 0.031
O -2.6275 -1.0244 -0.5525 0.005
C -3.2588 0.0724 -1.0829 0.000
C -4.0013 1.0197 -0.4171 -0.001
H -7.5514 3.6764 -0.5770 0.000
H -7.2625 1.9464 -0.8258 0.000
H -6.9429 3.0906 -2.1311 0.000
H -5.5842 5.2812 -0.4348 0.000
H -4.9715 4.6911 -1.9786 0.000
H -3.9298 4.6672 -0.5540 0.000
H -6.0815 3.8081 1.4096 0.000
H -4.4718 3.0826 1.4193 0.000
H -5.9122 2.0570 1.3173 0.000
H -4.7643 2.8850 -3.1411 0.000
H -3.3867 1.1807 -4.2826 0.000
H -4.1303 0.9435 0.6528 0.000
C -3.0271 5.9439 3.6472 0.000
C -2.4172 4.7104 3.0388 0.000
C -2.1610 3.5846 3.8078 0.000
C -1.5706 2.4438 3.2720 -0.001
C -1.3223 1.2711 4.1795 0.000
C -1.2203 2.4320 1.9125 0.002
Te -0.2876 0.7067 1.1056 0.018
N 1.0695 -0.8529 -2.2042 0.005
C 2.2387 -0.4362 -2.9679 0.016
O 2.2376 0.9534 -3.2490 0.005
C 3.0102 -1.3322 -3.8471 -0.010
C 2.8453 -2.7137 -3.8273 -0.002
C 3.6463 -3.5186 -4.6227 -0.018
C 4.6037 -2.9551 -5.4538 -0.001
C 4.7631 -1.5762 -5.4819 0.002
C 3.9768 -0.7669 -4.6772 0.000
C 1.4268 0.7319 2.3489 -0.020
C 2.2129 1.8772 2.5009 0.004
C 1.9321 3.1750 1.7957 0.009
C 3.3411 1.8051 3.3167 0.000
C 3.7180 0.6321 3.9492 0.002
C 4.9488 0.5727 4.8119 0.000
C 2.9386 -0.4990 3.7500 -0.009
C 1.7990 -0.4759 2.9580 0.024
C 1.0171 -1.7451 2.7709 0.019
C -1.5030 3.5451 1.1085 -0.001
C -1.2249 3.5944 -0.3680 0.001
C -2.0865 4.6677 1.6943 0.000
H -3.7229 5.6861 4.4464 0.000
H -3.5665 6.5255 2.8992 0.000
H -2.2586 6.5904 4.0773 0.000
H -2.4272 3.5881 4.8601 0.000
H -1.7868 1.4395 5.1510 0.000
H -0.2539 1.1043 4.3316 0.000
H -1.7232 0.3508 3.7497 0.000
H 2.1022 -3.1730 -3.1879 0.025
H 3.5179 -4.5928 -4.5812 -0.001
H 5.2280 -3.5881 -6.0720 0.000
H 5.5105 -1.1278 -6.1249 0.000
H 4.1039 0.3067 -4.6756 -0.001
H 1.6238 2.9976 0.7642 -0.009
H 2.8306 3.7919 1.7795 0.000
H 1.1362 3.7419 2.2830 0.000
H 3.9578 2.6912 3.4290 0.000
H 5.5167 1.5012 4.7524 0.000
H 5.6031 -0.2451 4.5056 0.000
H 4.6877 0.4059 5.8595 0.000
H 3.2379 -1.4400 4.1999 -0.007
H 1.5182 -2.5798 3.2596 -0.004
H 0.9143 -2.0071 1.7171 0.028
H 0.0044 -1.6492 3.1724 -0.001
H -0.3325 3.0341 -0.6316 -0.002
H -1.1022 4.6261 -0.6999 0.000
H -2.0547 3.1565 -0.9318 0.000
H -2.2812 5.5368 1.0737 0.000
```

total charge: -1
expectation value of S²: 3.8488
LUMO level (alpha / beta): 1.997 / 1.995 eV
gap between HOMO and LUMO (alpha / beta): 5.2071 / 6.0556 eV
spin multiplicity: 4